C46H136N8O22 | ωB97M-V/def2-TZVPD

```
212
C46H136N8O22 ωB97M-V/def2-TZVPD
C 4.059 4.059 2.768
O 4.526 3.271 3.842
H 4.828 4.767 2.459
H 3.645 3.529 1.911
H 3.276 4.728 3.125
H 5.409 3.014 3.568
C -4.625 -2.736 -2.238
O -4.151 -1.688 -1.528
H -4.822 -3.600 -1.603
H -5.592 -2.438 -2.644
H -4.045 -3.021 -3.116
H -3.232 -1.890 -1.335
C -0.657 -3.464 -4.249
O -1.321 -2.360 -3.675
H 0.403 -3.560 -4.015
H -1.093 -4.399 -3.899
H -0.729 -3.536 -5.335
H -0.795 -1.581 -3.873
C 2.585 1.735 -2.209
O 1.457 0.934 -2.167
H 3.381 1.228 -2.754
H 2.397 2.664 -2.747
H 2.838 1.941 -1.169
H 1.269 0.748 -1.244
C -0.189 -5.081 1.242
O 0.042 -4.496 -0.024
H -1.256 -5.029 1.458
H 0.058 -6.139 1.161
H 0.410 -4.595 2.013
H 0.909 -4.887 -0.150
C -2.987 -6.125 -1.319
O -2.933 -7.267 -2.133
H -4.049 -5.908 -1.210
H -2.594 -6.186 -0.305
H -2.508 -5.234 -1.725
H -3.545 -7.124 -2.858
C -1.738 -0.112 -1.105
C -0.746 -1.238 -0.805
C 0.122 -0.996 0.539
O 0.819 0.230 0.376
C 1.536 0.662 1.542
N -1.522 -2.461 -0.869
H -1.346 0.904 -1.142
H -2.559 -0.185 -0.393
H -2.110 -0.232 -2.122
H -0.095 -1.273 -1.678
H 0.828 -1.800 0.745
H -0.511 -1.048 1.425
H 2.356 0.066 1.942
H 0.825 0.795 2.357
H 1.961 1.641 1.321
H -0.878 -3.226 -0.728
H -1.726 -2.609 -1.847
C 5.303 1.207 1.134
C 6.465 2.140 0.940
C 7.516 2.049 2.010
O 7.103 2.495 3.303
C 8.143 2.423 4.219
N 7.067 1.862 -0.377
H 4.788 1.231 2.094
H 5.622 0.168 1.056
H 4.539 1.430 0.389
H 6.060 3.150 0.883
H 8.354 2.667 1.687
H 7.914 1.034 2.020
H 7.746 2.703 5.195
H 8.953 3.113 3.986
H 8.505 1.395 4.234
H 6.431 1.848 -1.161
H 7.670 2.631 -0.631
C -0.958 -0.184 5.871
C -1.160 -1.051 4.572
C -0.086 -2.151 4.344
O -0.145 -3.205 5.321
C 1.070 -3.961 5.407
N -2.500 -1.628 4.624
H -1.856 0.354 6.174
H -0.265 0.602 5.572
H -0.594 -0.727 6.744
H -1.061 -0.475 3.652
H 0.872 -1.631 4.330
H -0.128 -2.449 3.296
H 1.063 -4.668 6.237
H 1.918 -3.318 5.643
H 1.265 -4.389 4.424
H -2.474 -2.384 5.293
H -2.650 -2.115 3.752
C -0.145 -0.564 -6.621
C 0.866 -0.200 -5.531
C 1.691 1.071 -5.962
O 2.356 1.035 -7.254
C 2.707 2.340 -7.728
N 0.044 -0.007 -4.403
H 0.443 -1.052 -7.398
H -0.682 0.324 -6.956
H -0.829 -1.315 -6.225
H 1.546 -1.046 -5.431
H 2.343 1.377 -5.144
H 0.966 1.878 -6.071
H 1.812 2.892 -8.015
H 3.298 2.352 -8.644
H 3.297 2.773 -6.920
H -0.549 0.795 -4.559
H 0.679 0.363 -3.711
C -4.956 -0.611 -7.478
C -3.965 -0.853 -6.283
C -4.675 -0.331 -5.007
O -5.308 0.977 -5.234
C -6.080 1.452 -4.180
N -3.623 -2.218 -6.185
H -5.112 0.442 -7.709
H -5.974 -0.862 -7.179
H -4.675 -1.066 -8.428
H -3.151 -0.137 -6.393
H -3.983 -0.179 -4.178
H -5.479 -0.965 -4.632
H -6.981 0.876 -3.967
H -6.458 2.446 -4.417
H -5.516 1.411 -3.249
H -2.952 -2.326 -5.438
H -4.470 -2.684 -5.892
C 3.503 -2.798 0.539
C 3.095 -3.529 -0.734
C 4.175 -3.644 -1.859
O 4.661 -2.360 -2.228
C 3.846 -1.779 -3.274
N 2.807 -4.855 -0.232
H 4.353 -3.145 1.127
H 2.685 -2.848 1.257
H 3.625 -1.730 0.356
H 2.201 -3.051 -1.134
H 3.993 -4.315 -2.699
H 5.083 -3.959 -1.345
H 3.770 -2.362 -4.193
H 4.114 -0.754 -3.529
H 2.784 -1.755 -3.031
H 3.634 -5.205 0.229
H 2.744 -5.539 -0.973
C -0.384 3.278 0.978
C 0.191 4.667 1.304
C -0.009 5.661 0.139
O 0.833 6.806 0.387
C 0.769 7.709 -0.742
N -0.346 5.288 2.521
H -0.452 2.545 1.781
H 0.157 2.820 0.150
H -1.419 3.291 0.636
H 1.253 4.576 1.532
H -1.005 6.104 0.171
H 0.250 5.220 -0.823
H 1.280 7.347 -1.634
H 1.260 8.663 -0.551
H -0.271 7.933 -0.979
H -1.282 5.616 2.329
H 0.201 6.112 2.726
C 4.006 -0.594 5.519
C 2.985 0.545 5.644
C 3.461 1.613 6.567
O 3.009 1.494 7.962
C 3.237 2.645 8.802
N 2.768 1.097 4.324
H 3.777 -1.074 4.567
H 3.930 -1.349 6.301
H 5.027 -0.214 5.479
H 2.009 0.153 5.931
H 3.189 2.559 6.099
H 4.549 1.672 6.531
H 2.803 3.613 8.554
H 4.252 2.876 9.127
H 2.706 2.421 9.727
H 1.967 1.686 4.504
H 3.476 1.784 4.109
C -3.739 -2.984 1.602
C -4.653 -3.845 2.434
O -4.166 -5.179 2.596
O -2.420 -2.911 2.086
H -4.001 -1.927 1.564
H -3.757 -3.377 0.586
H -5.667 -3.831 2.035
H -4.657 -3.426 3.440
H -3.289 -5.132 2.984
H -1.875 -3.007 1.302
C -6.661 -0.889 0.862
C -7.124 -0.580 2.243
O -6.178 -0.973 3.269
O -5.545 -0.035 0.474
H -7.465 -0.621 0.176
H -6.374 -1.938 0.930
H -7.989 -1.225 2.401
H -7.465 0.448 2.369
H -5.432 -0.370 3.308
H -5.093 -0.517 -0.222
C -2.973 1.608 2.957
C -3.766 2.801 2.367
O -4.031 2.479 1.019
O -3.891 0.619 3.367
H -2.250 1.825 3.743
H -2.377 1.191 2.146
H -3.209 3.732 2.469
H -4.732 2.906 2.862
H -4.409 1.599 0.956
H -3.395 -0.031 3.871
C -1.888 2.813 -3.881
C -0.938 3.723 -2.998
O -0.909 5.124 -3.298
O -1.310 2.545 -5.187
H -2.841 3.312 -4.055
H -2.096 1.888 -3.345
H 0.081 3.345 -2.916
H -1.294 3.606 -1.975
H -0.334 5.207 -4.062
H -1.696 3.143 -5.830
```

HOMO level (spin up / spin down) = 0.389 / -7.326 eV
total charge = -1
spin multiplicity = 2
⟨S²⟩ = 0.7506

Atom charges from the Löwdin analysis, given in e for atoms 1 to 2: -0.158 -0.146